DFT (the ωB97M-V functional and the def2-TZVPD basis) results for a single C4H8O2 molecule.

Geometry as ORCA input:
```
! RIJCOSX wB97M-V def2-TZVPD def2/J DEFGRID3
* xyz 0 1
C 1.0575 0.1605 1.1151
C 1.5528 -0.2717 -0.2680
O 0.3746 -0.4442 -1.0257
C -0.7388 -0.5244 -0.1608
C -1.7734 0.4834 -0.6224
O -0.2894 -0.2657 1.1525
H 1.6017 -0.3340 1.9259
H 1.1301 1.2469 1.2571
H 2.1649 0.4944 -0.7534
H 2.1240 -1.2069 -0.2278
H -1.1433 -1.5481 -0.1680
H -2.1221 0.2285 -1.6272
H -2.6285 0.5065 0.0580
H -1.3103 1.4746 -0.6554
*
```

Values from the calculation:
Gap between HOMO and LUMO (eV): 10.75
DFT total energy (Ha): -307.66576
F_max (eV/Å): 0.37
SMILES: CC1OCCO1
Energy relative to the best compared isomer or geometry (same formula, charge and spin) (kcal/mol): 29.3

Results of the Löwdin charge analysis, in e, for atoms 1 through 4: atom 1 (C): -0.161, atom 2 (C): -0.160, atom 3 (O): -0.074, atom 4 (C): -0.424